P.
C5H12NO2 | ωB97M-V/def2-TZVPD

Geometry (Å):
C  -1.4301  1.6445  0.1405
O  -1.7741  0.7857  1.3987
C  -1.5551  0.8009  -1.0903
C  -0.3240  -0.2150  -1.0227
C  0.2715  -0.3801  0.3162
C  1.4861  0.2762  0.7527
N  2.1867  0.1260  1.8422
H  -2.2139  2.3525  0.2378
H  -0.4817  2.0792  0.2352
H  -2.5429  0.2884  -1.2144
H  -1.3122  1.4454  -2.0261
H  0.3789  0.2155  -1.8143
H  -0.7610  -1.1199  -1.4760
H  0.0284  -1.4077  0.7967
H  1.9568  1.1188  0.1011
H  1.8751  -0.3579  2.6480
H  2.4071  -2.1807  -0.2565
H  0.9424  -2.7132  -0.4339
H  -1.0197  0.1661  1.5141
O  1.8816  -2.9248  -0.6491

Values from the calculation:
Lowest unoccupied orbital energy (eV): 4.072
HOMO-LUMO gap (eV): 6.329
Net charge: -1
HOMO level (hartree): -0.083

Q.
C5H12NO2 | ωB97M-V/def2-TZVPD

Geometry (Å):
O  0.4678  1.6528  2.0820
C  0.0307  0.4394  2.4828
C  0.9826  -0.6887  1.9826
N  1.3023  -0.3999  0.5926
C  0.2791  -0.8097  -0.3708
C  0.1478  0.3031  -1.4020
C  -0.8960  0.1060  -2.5026
O  -2.2117  0.4512  -2.0930
H  -0.9482  0.1679  1.9771
H  -0.1522  0.3449  3.5715
H  1.9367  -0.6480  2.5270
H  0.5818  -1.7088  2.1016
H  1.2920  0.6310  0.6126
H  -0.7141  -1.0966  -0.0262
H  0.7647  -1.5994  -0.9507
H  -0.2100  1.2035  -0.8959
H  1.1022  0.5877  -1.8532
H  -0.9945  -0.9297  -2.8482
H  -0.6016  0.7065  -3.3688
H  -2.1596  1.2867  -1.6183

Values from the calculation:
Lowest unoccupied orbital energy (eV): 3.602
HOMO-LUMO gap (eV): 6.114
Net charge: -1
HOMO level (hartree): -0.092

On energetic grounds, Q is preferred over the next structure by 0.754 eV.

P.
C5H12NO2 | ωB97M-V/def2-TZVPD

Geometry (Å):
C  -0.4168  -2.3316  -0.9447
N  -0.6466  -1.4678  0.1938
C  0.1844  -0.2054  0.2207
C  1.0016  -0.1328  1.5001
O  1.9516  0.8179  1.3532
C  -0.7989  0.9636  0.1716
C  -0.3947  1.9396  -0.9401
O  0.5371  2.8689  -0.3785
H  0.3782  -3.0843  -0.9129
H  -1.3581  -2.6868  -1.3721
H  -0.1170  -1.6758  -1.7515
H  -0.4868  -1.9552  1.0625
H  0.9383  -0.3171  -0.5564
H  0.3531  0.0381  2.3976
H  1.4047  -1.1779  1.6706
H  -1.7963  0.5642  0.0019
H  -0.7883  1.5456  1.0947
H  0.1268  1.3878  -1.7263
H  -1.2458  2.5447  -1.2532
H  1.1735  2.3642  0.1691

Values from the calculation:
Lowest unoccupied orbital energy (eV): 3.862
HOMO-LUMO gap (eV): 6.700
Net charge: -1
HOMO level (hartree): -0.104

Q.
C5H12NO2 | ωB97M-V/def2-TZVPD

Geometry (Å):
C  0.5666  -1.6131  1.2436
C  1.3592  -0.6279  0.4211
O  2.6993  -1.1200  0.1930
C  0.7424  -0.4178  -0.9361
C  -0.7209  0.0804  -0.9157
N  -1.0127  1.0197  0.1591
C  -1.8251  2.2168  -0.3009
O  -3.0737  1.9659  -0.5935
H  1.1628  -1.9433  2.0968
H  -0.3663  -1.1440  1.5251
H  0.3941  -2.5067  0.6350
H  1.4036  0.3088  0.9658
H  3.2234  -1.0476  0.9992
H  1.3358  0.2977  -1.4929
H  0.7691  -1.3899  -1.4311
H  -1.3817  -0.7831  -0.9193
H  -0.8442  0.6167  -1.8544
H  -1.6000  0.5399  0.8440
H  -1.1742  2.5840  -1.1486
H  -1.6576  2.9634  0.5096

Values from the calculation:
Lowest unoccupied orbital energy (eV): 3.273
HOMO-LUMO gap (eV): 5.782
Net charge: -1
HOMO level (hartree): -0.092

On energetic grounds, Q is preferred over the next structure by 0.417 eV.

P.
C6H13NOSi | ωB97M-V/def2-TZVPD

Geometry (Å):
C  -2.6020  -0.5309  -1.5296
C  -2.2903  -0.6773  -0.2537
Si  -0.6098  -0.1349  0.3710
C  -0.3777  -0.1094  2.2941
C  0.1905  1.3708  -0.3720
C  1.6666  1.1346  -0.1118
C  2.2653  -0.0988  -0.6828
O  1.8424  -1.3251  -0.1098
N  0.4416  -1.6004  -0.2770
H  -3.5195  -0.8839  -1.8572
H  -2.0024  0.1092  -2.3010
H  -3.0711  -1.2025  0.4497
H  -0.5383  0.8682  2.6050
H  -1.1993  -0.6126  2.7480
H  0.5748  -0.4547  2.4466
H  -0.1777  2.2818  -0.0029
H  -0.1616  1.3988  -1.4434
H  1.5828  1.1690  1.0454
H  2.3703  1.9482  -0.3084
H  2.1157  0.0773  -1.7333
H  3.2987  -0.1537  -0.4837
H  0.2010  -2.5737  -0.4934

Values from the calculation:
Lowest unoccupied orbital energy (eV): 0.931
HOMO-LUMO gap (eV): 8.946
Net charge: 0
HOMO level (hartree): -0.295

Q.
C6H13NOSi | ωB97M-V/def2-TZVPD

Geometry (Å):
C  -0.2572  -0.4228  1.7629
Si  0.5071  0.5907  0.4426
C  -0.0845  2.3835  0.1659
C  2.4277  0.7067  0.8667
C  -0.0500  -0.1571  -1.2903
N  -1.4383  -0.0032  -1.2963
C  -2.0117  -1.1348  -1.2413
C  -1.0334  -2.2649  -1.3677
O  0.2562  -1.5742  -1.3800
H  0.4156  -0.5476  2.5712
H  -1.0739  -0.0841  2.3494
H  -0.5115  -1.4049  1.3838
H  0.2827  3.1580  0.9078
H  0.1242  2.7345  -0.9070
H  -1.1066  2.4826  0.1658
H  2.5630  1.5591  1.4645
H  2.6848  -0.2652  1.3419
H  3.1145  0.6777  0.0613
H  0.4307  0.5023  -2.1256
H  -2.9800  -1.2328  -1.0968
H  -1.0708  -2.8967  -0.4795
H  -1.1885  -2.8066  -2.2993

Values from the calculation:
Lowest unoccupied orbital energy (eV): 0.920
HOMO-LUMO gap (eV): 9.591
Net charge: 0
HOMO level (hartree): -0.319

On energetic grounds, Q is preferred over the next structure by 1.743 eV.

P.
C2H4NPS | ωB97M-V/def2-TZVPD

Geometry (Å):
C  -0.4361  -0.6985  -0.4026
C  -0.3305  0.7942  0.0271
N  -0.0137  -1.5794  0.5778
P  2.0945  -0.5625  1.1877
S  1.4924  1.1366  0.3158
H  -1.5173  -0.8137  -0.6446
H  0.2958  -0.7694  -1.2307
H  -0.8131  1.3085  -0.8695
H  -0.7721  1.1842  1.0390

Values from the calculation:
Lowest unoccupied orbital energy (spin up / spin down) (eV): -0.680 / -1.131
2S+1: 3
HOMO-LUMO gap (spin up / spin down) (eV): 6.875 / 7.652
Net charge: 0
HOMO level (spin up / spin down) (hartree): -0.278 / -0.323

Q.
C2H4NPS | ωB97M-V/def2-TZVPD

Geometry (Å):
C  0.1526  -0.8119  0.3380
C  0.1439  0.2942  -0.8150
N  -0.7187  -0.5856  1.4207
P  -1.1954  1.5437  1.3699
S  -0.1448  2.0075  -0.3160
H  -0.0821  -1.7846  -0.0277
H  1.2263  -0.9079  0.7908
H  1.1179  0.0795  -1.1479
H  -0.4996  0.1652  -1.6130

Values from the calculation:
Lowest unoccupied orbital energy (spin up / spin down) (eV): 0.219 / -1.345
2S+1: 3
HOMO-LUMO gap (spin up / spin down) (eV): 7.690 / 7.732
Net charge: 0
HOMO level (spin up / spin down) (hartree): -0.275 / -0.334

On energetic grounds, Q is preferred over the next structure by 0.538 eV.

P.
C5H11O2S | ωB97M-V/def2-TZVPD

Geometry (Å):
C  -0.4186  2.3477  -1.9061
C  -1.1110  2.1286  -0.5195
O  -1.3685  0.9666  -0.1844
O  -1.2761  3.1923  0.1285
H  -0.9057  3.1743  -2.3112
H  -0.7743  1.5590  -2.5727
H  0.7061  2.3240  -2.0057
C  -0.1321  -1.6126  -0.2243
C  -0.1869  -2.7523  -1.2242
C  1.1515  -0.2987  2.1269
S  1.5079  -1.7418  0.9484
H  0.0880  -0.5617  -0.5085
H  -0.9535  -1.4857  0.3562
H  -0.3163  -3.7356  -0.6914
H  0.8237  -2.7482  -1.5966
H  0.1448  -0.2762  2.2079
H  1.6976  -0.4205  3.0400
H  1.6350  0.6135  1.7182
H  -0.9326  -2.7209  -1.8811

Values from the calculation:
Lowest unoccupied orbital energy (eV): 3.278
HOMO-LUMO gap (eV): 7.395
Net charge: -1
HOMO level (hartree): -0.151

Q.
C5H11O2S | ωB97M-V/def2-TZVPD

Geometry (Å):
C  2.0882  0.7112  -2.4544
C  1.2648  -0.1131  -1.4124
O  1.2859  -1.3615  -1.4182
O  0.7703  0.6180  -0.5055
H  1.5571  1.6707  -2.4717
H  2.1856  0.1125  -3.3607
H  3.0056  1.0528  -1.9687
C  -0.4541  -0.8065  1.7486
C  -0.1449  0.5598  2.3967
C  -2.3383  -0.4986  -0.3836
S  -2.3100  -0.8101  1.4314
H  0.1491  -0.8482  0.8578
H  -0.2085  -1.6298  2.4249
H  -0.0998  1.2198  1.5302
H  0.9466  0.4367  2.5974
H  -1.4270  0.0192  -0.6635
H  -2.3536  -1.4505  -0.9134
H  -3.1985  0.1192  -0.6398
H  -0.7185  0.9986  3.2050

Values from the calculation:
Lowest unoccupied orbital energy (eV): 3.428
HOMO-LUMO gap (eV): 7.890
Net charge: -1
HOMO level (hartree): -0.164

On energetic grounds, Q is preferred over the next structure by 1.068 eV.

P.
C3H9N2P | ωB97M-V/def2-TZVPD

Geometry (Å):
C  -2.9427  0.6957  -0.5359
C  1.0691  0.5850  1.5790
C  0.9021  -1.6034  -0.3367
N  1.1335  1.2057  -1.0402
N  -2.3947  -0.2345  0.0521
P  0.3922  0.1235  -0.1153
H  -4.0373  0.8092  -0.5012
H  -2.4518  1.3888  -1.1840
H  1.9763  1.0887  1.3223
H  0.4863  1.3394  2.1353
H  1.2198  -0.4025  1.9920
H  0.1484  -2.3831  -0.3914
H  1.4647  -1.5178  -1.3210
H  1.7503  -1.9013  0.2893
H  1.2838  0.8066  -1.9442

Values from the calculation:
Lowest unoccupied orbital energy (spin up / spin down) (eV): -0.273 / -0.072
HOMO-LUMO gap (spin up / spin down) (eV): 8.671 / 7.467
Net charge: 0
HOMO level (spin up / spin down) (hartree): -0.329 / -0.277

Q.
C3H9N2P | ωB97M-V/def2-TZVPD

Geometry (Å):
C  0.7051  0.3978  0.2111
C  0.3286  1.7947  0.4086
C  2.0718  -1.5334  -0.0597
N  1.7924  -0.1439  0.0620
N  -2.5273  0.2105  -0.4083
P  -1.5545  -0.9523  0.4047
H  -0.4932  2.0417  -0.2631
H  -0.0402  1.9035  1.4298
H  1.1681  2.4738  0.2489
H  2.5163  -1.8810  0.8759
H  2.8025  -1.6662  -0.8601
H  1.1666  -2.1198  -0.2649
H  -3.1645  0.6827  0.2239
H  -3.0508  -0.1573  -1.1932
H  -1.2383  -1.6386  -0.7792

Values from the calculation:
Lowest unoccupied orbital energy (eV): 0.686
HOMO-LUMO gap (eV): 7.622
Net charge: 0
HOMO level (hartree): -0.255

On energetic grounds, Q is preferred over the next structure by 1.336 eV.